Version one
Density functional theory data (ωB97M-V with the def2-TZVPD basis set) for a cluster of 2 separate species, C2H3N3O2 in total.

Calculated values
frontier orbital gap (alpha / beta): 7.228 / 7.446 eV
<S²>: 2.01

Geometry as ORCA input:
```
! RIJCOSX wB97M-V def2-TZVPD def2/J DEFGRID3
* xyz 0 3
C -1.896 -1.258 -2.622
N 1.382 1.310 2.759
N 1.173 0.371 1.806
H -0.033 -1.807 -3.057
C 0.405 0.240 0.731
O -2.972 -1.136 -2.251
N -0.750 -1.437 -2.573
H 0.617 1.668 3.346
O 0.303 -0.100 -0.431
H 1.771 2.149 2.292
*
```

Version two
Density functional theory data (ωB97M-V with the def2-TZVPD basis set) for the molecule C2H3N3O2.

Calculated values
frontier orbital gap (alpha / beta): 9.309 / 6.881 eV
<S²>: 2.01

Geometry as ORCA input:
```
! RIJCOSX wB97M-V def2-TZVPD def2/J DEFGRID3
* xyz 0 3
C -0.505 0.202 0.017
O -2.844 -0.432 0.096
N 0.353 1.248 0.088
H -0.294 -2.052 -0.556
C 0.129 -1.115 -0.330
O 2.158 -0.308 0.357
N 1.381 -1.146 -0.103
H 1.391 1.231 0.018
H -0.024 2.181 0.241
N -1.745 0.191 0.174
*
```

It comes down to version one, which is 0.086 eV more stable than the next structure.

Version one
Density functional theory data (ωB97M-V with the def2-TZVPD basis set) for a cluster of 2 separate species, C3H12N2S in total.

Calculated values
frontier orbital gap: 9.319 eV
SMILES: CSC.NCN

Geometry as ORCA input:
```
! RIJCOSX wB97M-V def2-TZVPD def2/J DEFGRID3
* xyz 0 1
C 2.055 -0.283 0.500
H 1.683 0.714 0.714
H -0.312 2.706 1.484
H 1.365 -0.792 -2.141
N -2.042 0.871 -0.537
H 2.543 -0.659 1.364
H -0.624 1.139 1.976
H -0.252 -1.437 -2.041
H -1.808 2.885 0.052
H -2.653 1.811 1.172
H 2.695 -0.208 -0.374
H 1.190 -2.532 -2.001
S 0.734 -1.464 0.120
C 0.766 -1.582 -1.684
N -0.567 1.774 1.193
C -1.851 1.885 0.464
H -1.670 0.006 -0.174
H -1.649 1.135 -1.422
*
```

Version two
Density functional theory data (ωB97M-V with the def2-TZVPD basis set) for a cluster of 2 separate species, C3H12N2S in total.

Calculated values
frontier orbital gap: 9.436 eV
SMILES: CSC.NCN

Geometry as ORCA input:
```
! RIJCOSX wB97M-V def2-TZVPD def2/J DEFGRID3
* xyz 0 1
C 1.040 2.281 0.652
N -3.255 -3.216 -0.540
H 0.835 1.550 1.475
H 0.093 2.261 0.062
C -2.566 -1.893 -0.007
H -3.499 -2.893 -1.504
H -3.329 -1.226 0.281
H -2.508 -3.882 -0.787
H 3.574 2.619 1.189
H 3.839 0.873 0.987
N -1.549 -1.396 -1.077
H -1.997 -2.338 0.813
H -0.768 -0.861 -0.570
S 2.250 1.676 -0.601
C 3.746 1.818 0.489
H 4.629 1.944 -0.134
H -1.845 -0.657 -1.699
H 1.311 3.340 0.970
*
```

It comes down to version one, which is 0.717 eV more stable than the next structure.

Version one
Density functional theory data (ωB97M-V with the def2-TZVPD basis set) for a structure of composition C30H46LaO2P2.

Calculated values
frontier orbital gap (alpha / beta): 4.528 / 4.530 eV

Geometry as ORCA input:
```
! RIJCOSX wB97M-V def2-TZVPD def2/J DEFGRID3
* xyz 1 1
H 1.649 -2.796 -4.326
P 0.583 0.968 -2.650
H -5.661 2.509 -4.031
H 2.216 -0.333 -3.989
H -2.409 -2.659 0.549
H 3.336 -1.035 2.734
H 0.079 1.217 -5.056
H 4.065 -2.802 -3.100
H 1.017 3.265 -1.992
C -2.999 1.700 -0.977
C -1.366 -2.965 0.423
C 2.205 3.186 3.471
H -3.544 -0.946 -4.167
H 1.032 -3.809 -2.962
C 2.991 2.156 2.935
H 0.224 1.152 3.654
H -4.160 1.075 -4.949
C -3.990 1.166 -3.856
H 3.196 -2.757 3.124
H -2.995 -1.308 2.087
H -6.178 2.970 -1.706
H -1.314 0.608 -4.086
C -3.507 -0.593 -2.072
C -0.223 0.538 -4.243
C 3.219 2.851 5.647
H 1.257 0.158 4.680
H 0.118 -2.367 -3.478
H -3.568 -1.663 -1.882
C -3.634 -0.192 -3.353
C 0.287 -0.905 3.095
H -2.446 -0.558 3.591
C 2.288 3.509 4.831
H 4.583 0.743 3.316
C 2.167 -0.132 -2.904
H -2.469 2.067 -0.084
H -2.209 -0.238 -0.447
H -1.070 -2.721 -0.615
C 0.855 -2.658 1.709
H 1.508 3.723 2.826
C 2.621 1.545 1.624
C 1.348 -1.772 2.713
C -3.164 0.169 -0.834
H -0.514 0.063 4.829
C -0.860 -1.263 2.337
P 2.033 -1.793 -2.079
H 2.731 -1.514 4.335
H 3.100 0.351 -2.592
O 1.613 2.031 0.960
H 1.628 4.264 5.258
C 0.762 2.776 -2.942
C 3.954 1.529 3.740
H -3.155 1.868 -3.743
H 2.325 -4.199 1.814
H -0.001 -0.496 -4.534
H -4.401 3.106 -0.123
C 4.059 1.882 5.093
C -2.208 -0.679 2.523
H 2.175 -3.472 0.212
H 4.786 1.367 5.725
H -0.221 3.151 -3.272
C -5.242 2.455 -1.950
C -4.285 2.475 -1.020
H -1.326 -4.060 0.515
C 2.717 -1.778 3.267
H -2.281 0.318 2.066
H -3.870 -0.088 -0.026
H -6.062 1.012 -3.260
C -5.290 1.788 -3.280
C 1.610 -3.778 1.102
C -0.501 -2.309 1.441
H 3.529 -3.638 -1.633
La 1.196 -0.033 -0.378
H 1.526 3.035 -3.687
O 3.197 0.480 1.191
H 3.277 3.101 6.712
C 3.657 -2.646 -2.093
C 0.319 0.161 4.118
C 1.128 -2.779 -3.350
H -2.364 1.908 -1.844
H 4.391 -2.089 -1.481
H 0.929 -4.577 0.798
*
```

Version two
Density functional theory data (ωB97M-V with the def2-TZVPD basis set) for a structure of composition C30H46LaO2P2.

Calculated values
frontier orbital gap: 6.846 eV

Geometry as ORCA input:
```
! RIJCOSX wB97M-V def2-TZVPD def2/J DEFGRID3
* xyz 1 1
C 2.597 2.872 6.493
P 1.491 -0.911 -5.106
H 4.553 1.024 4.362
C 2.685 1.966 3.822
H 1.483 -3.465 2.124
H 0.006 -4.064 1.222
C -2.529 -3.142 1.491
H 2.137 -2.361 3.733
C 1.616 2.753 4.265
C -2.075 0.491 -5.759
H -3.187 1.592 0.276
C -0.904 0.047 5.122
H 1.641 1.203 -2.335
La 0.665 -1.068 2.108
H -2.883 -4.156 1.733
H -1.138 2.794 0.158
H 1.462 1.255 -0.591
H -3.426 -2.535 1.323
C 0.613 -0.470 -1.627
C -1.355 2.051 -0.609
C -1.695 -2.558 2.574
H 1.450 1.547 -5.324
H 0.599 -4.884 2.666
C -0.550 -1.145 -1.770
H 0.434 0.777 -6.596
H -0.775 1.892 -2.616
C 0.872 -1.767 -6.652
H 0.727 3.813 5.942
C -2.026 -1.413 3.319
H 3.566 0.361 -5.434
H -0.526 -2.240 -1.649
C -0.010 -2.183 4.131
H -3.064 0.684 -5.319
H -3.224 0.353 3.568
C 1.416 -1.946 4.476
C -0.291 2.009 -1.636
C -0.457 -3.067 3.060
C -2.460 1.287 -0.480
H 1.528 -1.083 -1.563
C 0.909 0.993 -1.522
H 4.469 1.786 6.742
O 1.420 1.075 2.033
H 1.425 -2.711 -6.742
H 2.562 3.208 7.546
C -3.320 -0.695 3.263
C -2.858 0.002 -1.151
C -0.934 2.858 -4.779
H 3.725 -1.342 -5.983
C 0.446 -3.890 2.221
H 1.627 -0.869 4.660
C 2.658 1.300 2.481
H -3.803 0.213 -1.684
C 3.727 1.648 4.712
H -0.742 -0.231 6.177
H -1.714 0.164 -2.979
C 3.670 2.078 6.045
H 1.664 -2.445 5.419
O 3.679 0.883 1.939
P -0.785 1.044 -4.585
H -1.939 1.107 -6.655
H 0.166 3.008 -1.661
H 2.869 -0.147 -6.998
C 1.573 3.209 5.587
H -2.388 -1.467 -2.690
H -4.070 -1.155 3.932
H -3.121 -0.798 -0.427
C 0.733 0.736 -5.533
H -0.095 0.735 4.837
H -0.204 -1.967 -6.610
C 3.076 -0.460 -5.967
H 0.800 2.999 3.578
H -3.753 -0.702 2.256
H -0.067 3.361 -4.326
H -1.963 -0.576 -5.997
H -0.960 3.042 -5.859
H -1.849 0.602 5.079
H -1.988 -3.208 0.537
H 1.097 -1.149 -7.530
C -1.869 -0.620 -2.197
C -0.979 -1.144 4.237
H -1.862 3.214 -4.309
*
```

It comes down to version two, which is 0.959 eV more stable than the next structure.

Version one
Density functional theory data (ωB97M-V with the def2-TZVPD basis set) for a cluster of 2 separate species, CH5N3O3 in total.

Calculated values
frontier orbital gap (alpha / beta): 9.207 / 6.119 eV

Geometry as ORCA input:
```
! RIJCOSX wB97M-V def2-TZVPD def2/J DEFGRID3
* xyz 0 1
N -0.574 0.251 -1.215
O -2.251 -3.278 1.318
H 0.539 -0.988 1.016
O -1.104 -1.967 -0.087
H -0.034 -0.455 -1.614
H 1.309 0.473 0.742
N -0.813 0.154 0.071
C 0.308 0.102 0.961
H -0.038 0.478 1.993
N -1.843 -2.247 0.833
O -1.894 0.578 0.489
H -1.434 0.261 -1.688
*
```

Version two
Density functional theory data (ωB97M-V with the def2-TZVPD basis set) for a cluster of 2 separate species, CH5N3O3 in total.

Calculated values
frontier orbital gap (alpha / beta): 9.400 / 7.213 eV

Geometry as ORCA input:
```
! RIJCOSX wB97M-V def2-TZVPD def2/J DEFGRID3
* xyz 0 1
O 0.360 4.098 0.858
N -0.324 0.409 0.470
H -1.122 0.783 -1.392
H -1.110 -0.846 -1.051
O -1.221 1.201 0.959
C -0.475 0.104 -0.931
H 0.499 -0.125 -1.507
N 0.345 2.936 0.628
H 0.355 0.279 2.308
H 1.472 -0.338 0.956
O 1.109 2.112 0.347
N 0.459 -0.268 1.348
*
```

It comes down to version two, which is 0.069 eV more stable than the next structure.

Version one
Density functional theory data (ωB97M-V with the def2-TZVPD basis set) for a cluster of 2 separate species, C3H12N3O in total.

Calculated values
frontier orbital gap: 11.717 eV

Geometry as ORCA input:
```
! RIJCOSX wB97M-V def2-TZVPD def2/J DEFGRID3
* xyz 1 1
C 0.091 -0.328 -0.838
C -1.357 -0.964 -2.735
H 0.027 1.676 3.852
H -1.199 -1.577 -3.626
H -1.452 0.047 -3.111
N -0.125 -1.087 -1.930
H -2.217 -1.439 -2.268
O 0.747 1.379 1.945
H 0.427 -1.910 -2.151
H 1.378 0.489 3.757
H -0.266 1.363 0.114
C 0.490 0.886 3.271
N -0.365 0.924 -0.796
H 1.540 1.934 1.907
H -0.192 0.043 3.158
H 1.230 -0.266 0.899
H -0.910 1.292 -1.542
N 1.037 -0.723 0.016
H 1.115 -1.739 0.076
*
```

Version two
Density functional theory data (ωB97M-V with the def2-TZVPD basis set) for a cluster of 2 separate species, C3H12N3O in total.

Calculated values
frontier orbital gap: 11.634 eV

Geometry as ORCA input:
```
! RIJCOSX wB97M-V def2-TZVPD def2/J DEFGRID3
* xyz 1 1
H -0.967 1.700 1.297
H 1.606 -0.257 -1.801
H -0.372 0.341 2.128
N 1.938 -0.568 -0.896
H 1.093 -1.723 1.781
N 1.605 -0.960 1.357
H -2.183 -1.084 1.477
N 0.161 0.437 0.105
H -0.538 0.211 -3.124
C -0.818 0.628 1.187
H -2.279 -0.284 -0.115
C 1.181 -0.381 0.177
H 0.280 1.459 -3.457
H 1.887 -0.273 2.043
H -0.198 0.766 -0.799
C -2.125 -0.131 0.952
H -2.936 0.517 1.277
O 0.018 0.889 -2.717
H 2.646 -1.285 -0.871
*
```

Version three
Density functional theory data (ωB97M-V with the def2-TZVPD basis set) for a cluster of 2 separate species, C3H12N3O in total.

Calculated values
frontier orbital gap: 11.263 eV

Geometry as ORCA input:
```
! RIJCOSX wB97M-V def2-TZVPD def2/J DEFGRID3
* xyz 1 1
H 1.457 2.387 -0.962
H -1.319 0.239 -0.459
N 0.261 -1.562 0.430
H 3.706 1.973 -0.531
H -3.207 -0.741 0.108
C 0.743 0.454 -0.650
H -2.436 0.110 1.359
H -2.073 -1.686 1.296
N 1.158 -0.630 -0.037
C -2.920 -0.873 1.118
O 2.982 1.230 -0.271
C 1.859 1.398 -0.987
H -0.738 1.672 -1.179
H -3.739 -1.194 1.726
H 0.076 -1.359 1.433
H 2.211 -0.818 0.066
H 0.416 -2.534 0.502
H 2.121 1.216 -2.088
N -0.559 0.716 -0.872
*
```

It comes down to version two, which is 0.294 eV more stable than the next structure.

Version one
Density functional theory data (ωB97M-V with the def2-TZVPD basis set) for the ion C5H9O with charge +1.

Calculated values
frontier orbital gap: 11.695 eV

Geometry as ORCA input:
```
! RIJCOSX wB97M-V def2-TZVPD def2/J DEFGRID3
* xyz 1 1
H 1.974 -0.599 -1.238
O -0.694 0.022 0.427
H -0.469 -1.919 -0.548
H -0.299 2.181 0.663
C 0.190 1.179 0.405
C 0.011 -1.210 0.231
C -1.986 0.174 -0.301
H -1.939 -0.303 -1.213
C 1.423 0.842 0.152
H -2.760 -0.216 0.265
H 0.275 -1.548 1.334
C 1.718 -0.493 -0.151
H -2.083 1.203 -0.403
H 2.503 -0.896 0.390
H 2.137 1.582 -0.012
*
```

Version two
Density functional theory data (ωB97M-V with the def2-TZVPD basis set) for a cluster of 2 separate species, C5H9O in total.

Calculated values
frontier orbital gap: 9.468 eV

Geometry as ORCA input:
```
! RIJCOSX wB97M-V def2-TZVPD def2/J DEFGRID3
* xyz 1 1
C 2.866 -0.022 0.086
C -1.576 0.000 -0.136
H -1.447 -0.419 -2.098
H 3.270 -0.684 0.906
H -0.828 0.954 1.524
H -3.060 0.392 -1.443
O 1.395 -0.177 0.364
H 2.910 -0.163 -0.980
H 2.922 1.030 0.222
C -2.145 -0.064 -1.320
C 0.581 -0.816 -0.362
H -2.375 1.266 1.410
H 0.919 -1.311 -1.293
H -1.773 -0.415 1.898
C -1.658 0.428 1.222
*
```

It comes down to version one, which is 1.617 eV more stable than the next structure.